[1]
Molecular formula: C13H31FNO7P
Method: DFT, ωB97M-V with the def2-TZVPD basis set

XYZ file:
```
54
Properties=species:S:1:pos:R:3
N 3.377 -1.623 -0.716
P 2.640 -0.333 -0.280
O 2.498 0.697 -1.500
O 1.152 -0.619 0.190
C 3.489 0.554 1.061
C 2.605 0.760 2.321
C 1.877 2.029 1.915
F 1.570 2.747 3.009
O 2.715 2.736 1.081
C 3.832 1.991 0.740
O 4.836 2.474 0.307
H 4.209 -1.748 -0.165
H 1.587 0.970 -1.629
H 0.688 -1.159 -0.462
H 4.395 0.034 1.313
H 2.004 -0.118 2.462
H 3.304 0.924 3.115
H 0.967 1.804 1.377
C -3.877 -0.855 0.011
C -2.440 -0.409 0.220
C -2.238 1.031 -0.220
O -1.550 -1.276 -0.495
H -4.144 -0.803 -1.048
H -4.008 -1.889 0.330
H -4.568 -0.224 0.572
H -2.175 -0.509 1.272
H -2.455 1.143 -1.287
H -1.200 1.335 -0.067
H -2.888 1.706 0.335
H -1.766 -1.212 -1.431
C 2.638 -4.782 -1.611
C 4.102 -5.186 -1.576
C 4.384 -6.356 -2.507
O 4.489 -5.522 -0.241
H 2.001 -5.610 -1.282
H 2.465 -3.944 -0.940
H 2.333 -4.490 -2.617
H 4.717 -4.334 -1.863
H 3.806 -7.234 -2.204
H 5.439 -6.631 -2.468
H 4.126 -6.112 -3.538
H 3.955 -6.272 0.036
C -4.069 4.990 -0.259
C -5.157 4.241 0.496
C -5.839 5.135 1.520
O -4.604 3.090 1.139
H -3.294 5.335 0.431
H -3.589 4.335 -0.987
H -4.474 5.856 -0.783
H -5.897 3.864 -0.210
H -5.117 5.485 2.263
H -6.613 4.584 2.053
H -6.294 6.005 1.045
H -3.946 3.395 1.771
```

## Properties
- E_LUMO: 0.2 eV
- Spin multiplicity: 1
- Largest force on an atom: 2.5 eV/A
- Frontier orbital gap: 9.537 eV
- SMILES: N=P(O)(O)[C@@H]1C[C@@H](F)OC1=O.CC(C)O.CC(C)O.CC(C)O
- Total charge: 0
- E_HOMO: -9.29 eV

***

[2]
Molecular formula: C25H40N4O4
Method: DFT, ωB97M-V with the def2-TZVPD basis set

XYZ file:
```
73
Properties=species:S:1:pos:R:3
C -3.150 -3.610 -1.437
O -2.654 -3.153 -0.200
C -1.307 -2.990 -0.064
C -0.380 -3.190 -1.081
C 0.970 -3.034 -0.821
C 1.426 -2.679 0.440
C 2.902 -2.514 0.682
N 3.410 -1.345 -0.013
C 4.116 -0.382 0.601
O 4.469 -0.422 1.762
C 4.391 0.825 -0.321
N 3.218 1.680 -0.243
C 2.081 1.400 -0.910
O 2.014 0.488 -1.717
C 0.929 2.351 -0.597
C 0.521 2.261 0.881
C -0.131 0.909 1.169
N -1.295 0.749 0.323
C -2.520 0.847 0.875
O -2.668 0.927 2.083
C -3.722 0.865 -0.086
N -3.676 -0.325 -0.930
C -5.031 1.029 0.709
C -6.036 1.996 0.078
C -6.542 1.501 -1.277
C -7.214 2.204 1.028
C -0.957 0.735 -1.080
C -0.288 2.053 -1.481
C 5.656 1.584 0.086
C 6.869 0.666 -0.043
C 5.841 2.831 -0.775
C 0.491 -2.455 1.444
C -0.859 -2.608 1.200
H -2.960 -2.885 -2.234
H -2.719 -4.579 -1.707
H -4.225 -3.724 -1.301
H -0.693 -3.468 -2.074
H 1.680 -3.202 -1.619
H 3.120 -2.378 1.744
H 3.440 -3.400 0.323
H 3.023 -1.152 -0.930
H 4.472 0.481 -1.358
H 3.213 2.365 0.495
H 1.287 3.366 -0.810
H 1.376 2.399 1.544
H -0.202 3.052 1.097
H -0.459 0.852 2.208
H 0.573 0.097 0.965
H -3.596 1.740 -0.741
H -3.596 -1.150 -0.343
H -4.543 -0.404 -1.452
H -5.497 0.047 0.832
H -4.774 1.388 1.707
H -5.538 2.962 -0.071
H -5.731 1.431 -1.999
H -7.008 0.522 -1.173
H -7.285 2.189 -1.675
H -7.734 1.264 1.198
H -6.869 2.583 1.987
H -7.923 2.917 0.611
H -1.849 0.549 -1.673
H -0.254 -0.086 -1.250
H 0.026 1.986 -2.523
H -1.005 2.872 -1.383
H 5.550 1.872 1.137
H 6.981 0.322 -1.069
H 6.761 -0.197 0.607
H 7.773 1.199 0.242
H 6.734 3.369 -0.465
H 4.991 3.504 -0.693
H 5.955 2.552 -1.821
H 0.823 -2.168 2.431
H -1.586 -2.435 1.976
```

## Properties
- E_LUMO: 0.7 eV
- Spin multiplicity: 1
- Largest force on an atom: 0.7 eV/A
- Frontier orbital gap: 9.192 eV
- SMILES: COc1ccc(CNC(=O)[C@@H](NC(=O)C2CCN(C(=O)[C@@H](N)CC(C)C)CC2)C(C)C)cc1
- Total charge: 0
- E_HOMO: -8.52 eV

***

[3]
Molecular formula: C5H16NS
Method: DFT, ωB97M-V with the def2-TZVPD basis set

XYZ file:
```
23
Properties=species:S:1:pos:R:3
C 2.153 -1.949 0.889
C 2.269 -0.442 0.917
N 1.477 0.182 -0.205
C 1.600 1.661 -0.334
H 2.325 -2.340 -0.117
H 2.899 -2.371 1.557
H 1.170 -2.289 1.209
H 1.864 -0.008 1.831
H 3.287 -0.071 0.814
H 0.492 -0.071 -0.071
H 1.752 -0.258 -1.085
H 1.282 2.143 0.582
H 0.981 1.981 -1.168
H 2.638 1.884 -0.575
C -1.708 0.856 -0.416
S -3.452 1.248 -0.221
C -4.125 -0.401 -0.543
H -1.523 0.409 -1.393
H -1.412 0.205 0.420
H -1.137 1.774 -0.292
H -5.205 -0.316 -0.456
H -3.854 -0.713 -1.548
H -3.775 -1.112 0.206
```

## Properties
- E_LUMO: -3.2 eV
- Spin multiplicity: 1
- Largest force on an atom: 0.6 eV/A
- Frontier orbital gap: 8.318 eV
- Total charge: +1
- E_HOMO: -11.55 eV

***

[4]
Molecular formula: C20H21NO6
Method: DFT, ωB97M-V with the def2-TZVPD basis set

XYZ file:
```
48
Properties=species:S:1:pos:R:3
C -6.002 -4.313 1.288
C -5.027 -3.614 0.350
C -5.669 -2.389 -0.304
O -4.805 -1.739 -1.214
C -3.807 -0.941 -0.752
C -2.963 -0.412 -1.731
C -1.925 0.425 -1.388
C -1.692 0.761 -0.058
C -0.560 1.682 0.327
C -0.757 3.083 -0.293
C -2.136 3.601 0.027
O -2.977 3.884 -0.781
O -2.335 3.711 1.344
N 0.717 1.134 -0.077
C 1.738 0.947 0.795
O 1.664 1.251 1.969
C 2.964 0.334 0.201
C 3.356 0.570 -1.110
C 4.519 0.013 -1.635
C 5.262 -0.789 -0.803
C 4.879 -1.021 0.522
C 3.743 -0.466 1.048
O 5.797 -1.841 1.119
C 6.774 -2.112 0.138
O 6.425 -1.456 -1.063
C -2.532 0.236 0.911
C -3.580 -0.605 0.578
H -6.887 -4.638 0.746
H -6.316 -3.642 2.085
H -5.534 -5.185 1.738
H -4.709 -4.299 -0.438
H -4.135 -3.309 0.901
H -6.522 -2.702 -0.914
H -6.033 -1.688 0.458
H -3.151 -0.672 -2.761
H -1.296 0.825 -2.170
H -0.515 1.785 1.417
H -0.648 3.044 -1.377
H -0.014 3.762 0.126
H -3.232 4.033 1.527
H 0.789 0.774 -1.014
H 2.776 1.227 -1.740
H 4.830 0.202 -2.649
H 3.444 -0.622 2.071
H 7.756 -1.750 0.483
H 6.830 -3.198 -0.039
H -2.367 0.487 1.948
H -4.209 -0.985 1.368
```

## Properties
- E_LUMO: 0.6 eV
- Spin multiplicity: 1
- Largest force on an atom: 1.3 eV/A
- Frontier orbital gap: 9.055 eV
- SMILES: CCCOc1ccc([C@H](CC(=O)O)NC(=O)c2ccc3c(c2)OCO3)cc1
- Total charge: 0
- E_HOMO: -8.41 eV

***

Please write out number 4 again, unchanged.
Molecular formula: C20H21NO6
Method: DFT, ωB97M-V with the def2-TZVPD basis set

XYZ file:
```
48
Properties=species:S:1:pos:R:3
C -6.002 -4.313 1.288
C -5.027 -3.614 0.350
C -5.669 -2.389 -0.304
O -4.805 -1.739 -1.214
C -3.807 -0.941 -0.752
C -2.963 -0.412 -1.731
C -1.925 0.425 -1.388
C -1.692 0.761 -0.058
C -0.560 1.682 0.327
C -0.757 3.083 -0.293
C -2.136 3.601 0.027
O -2.977 3.884 -0.781
O -2.335 3.711 1.344
N 0.717 1.134 -0.077
C 1.738 0.947 0.795
O 1.664 1.251 1.969
C 2.964 0.334 0.201
C 3.356 0.570 -1.110
C 4.519 0.013 -1.635
C 5.262 -0.789 -0.803
C 4.879 -1.021 0.522
C 3.743 -0.466 1.048
O 5.797 -1.841 1.119
C 6.774 -2.112 0.138
O 6.425 -1.456 -1.063
C -2.532 0.236 0.911
C -3.580 -0.605 0.578
H -6.887 -4.638 0.746
H -6.316 -3.642 2.085
H -5.534 -5.185 1.738
H -4.709 -4.299 -0.438
H -4.135 -3.309 0.901
H -6.522 -2.702 -0.914
H -6.033 -1.688 0.458
H -3.151 -0.672 -2.761
H -1.296 0.825 -2.170
H -0.515 1.785 1.417
H -0.648 3.044 -1.377
H -0.014 3.762 0.126
H -3.232 4.033 1.527
H 0.789 0.774 -1.014
H 2.776 1.227 -1.740
H 4.830 0.202 -2.649
H 3.444 -0.622 2.071
H 7.756 -1.750 0.483
H 6.830 -3.198 -0.039
H -2.367 0.487 1.948
H -4.209 -0.985 1.368
```

## Properties
- E_LUMO: 0.6 eV
- Spin multiplicity: 1
- Largest force on an atom: 1.3 eV/A
- Frontier orbital gap: 9.055 eV
- SMILES: CCCOc1ccc([C@H](CC(=O)O)NC(=O)c2ccc3c(c2)OCO3)cc1
- Total charge: 0
- E_HOMO: -8.41 eV

***

Which value of frontier orbital gap does entry 4 give? 9.055 eV

***

Which of these has the lowest E_LUMO? C5H16NS

***

What is the total charge in the fourth record? 0